1.
DFT (ωB97M-V/def2-TZVPD) results for 4 unconnected molecules or ions with the total composition C21H44I2O6 at a distorted geometry.

Geometry as XYZ:
```
73
Properties=species:S:1:pos:R:3:lowdin_charge:R:1
O -3.669 -5.043 -3.225 0.0027
C -3.652 -4.000 -2.390 -0.2870
O -2.766 -3.649 -1.262 -0.0830
C -2.504 -2.201 -1.325 -0.3745
C -1.723 -1.875 -2.728 -0.0823
C -0.763 -0.545 -2.698 -0.1900
O 0.073 -0.487 -3.943 -0.1440
C -2.159 -1.358 0.036 -0.1261
C -0.681 -1.640 0.682 -0.2986
C -0.113 -3.166 0.495 -0.5935
I -1.298 -4.437 1.877 0.6848
C -4.040 -1.639 -1.676 -0.1964
C -4.822 -2.851 -2.523 -0.5952
I -6.743 -3.359 -1.567 0.7816
H -1.139 -2.863 -3.027 0.1495
H -2.522 -1.686 -3.593 0.1352
H 0.002 -0.514 -1.810 0.0961
H -1.408 0.432 -2.684 0.1280
H -0.481 -0.736 -4.741 0.0998
H -3.023 -1.505 0.812 0.1254
H -2.179 -0.208 -0.266 0.1384
H 0.161 -0.882 0.333 0.1011
H -0.780 -1.463 1.859 0.1019
H -0.172 -3.557 -0.614 0.0726
H 1.013 -3.256 0.847 0.0545
H -4.749 -1.566 -0.728 0.0723
H -4.101 -0.554 -2.154 0.1299
H -4.967 -2.329 -3.562 0.1049
C 5.093 -1.465 0.371 -0.0733
C 3.937 -2.342 -0.082 -0.2738
O 2.756 -1.609 -0.394 -0.1878
C 2.865 -0.646 -1.440 -0.2687
C 3.275 -1.246 -2.774 -0.0743
H 4.803 -0.872 1.249 0.0784
H 5.960 -2.079 0.632 0.0803
H 5.402 -0.764 -0.407 0.0673
H 3.676 -3.026 0.733 0.1146
H 4.228 -2.971 -0.929 0.1073
H 3.545 0.159 -1.142 0.1105
H 1.875 -0.187 -1.549 0.0865
H 4.261 -1.713 -2.727 0.0660
H 3.307 -0.471 -3.546 0.0819
H 2.562 -2.018 -3.082 0.0812
C 4.155 3.123 4.413 -0.0832
C 4.586 1.780 3.848 -0.2815
O 5.753 1.854 3.033 -0.1704
C 6.937 2.339 3.662 -0.2781
C 7.382 1.495 4.845 -0.0834
H 3.974 3.840 3.602 0.0839
H 3.238 3.014 5.000 0.0779
H 4.918 3.555 5.064 0.0642
H 3.783 1.393 3.212 0.1159
H 4.728 1.043 4.645 0.1048
H 6.808 3.388 3.951 0.1044
H 7.726 2.324 2.902 0.1190
H 6.634 1.480 5.641 0.0648
H 8.312 1.890 5.265 0.0776
H 7.550 0.459 4.534 0.0823
C -4.905 3.552 -2.217 -0.0795
C -5.752 2.383 -1.744 -0.2795
O -5.298 1.812 -0.519 -0.1803
C -5.272 2.677 0.613 -0.2769
C -6.634 3.247 0.970 -0.0806
H -3.858 3.244 -2.339 0.0800
H -5.275 3.929 -3.176 0.0794
H -4.918 4.380 -1.506 0.0656
H -5.706 1.590 -2.496 0.1103
H -6.805 2.667 -1.661 0.1065
H -4.537 3.474 0.462 0.1050
H -4.908 2.080 1.458 0.1191
H -7.045 3.861 0.165 0.0655
H -6.563 3.872 1.865 0.0787
H -7.349 2.440 1.162 0.0839
```

Values from the calculation:
net charge: 0
E: -50970.234 eV
E_LUMO: -0.326 eV
structure (SMILES): O=C1O[C@](CCO)(CCCI)C[C@@H]1I.CCOCC.CCOCC.CCOCC
M: 646.4 g mol⁻¹
HOMO level: -0.334 Ha



2.
DFT (ωB97M-V/def2-TZVPD) results for 3 unconnected molecules or ions with the total composition C21H44N2O17P3S3 at a distorted geometry.

Geometry as XYZ:
```
90
Properties=species:S:1:pos:R:3:lowdin_charge:R:1
C -4.062 -3.340 0.846 0.0295
C -2.835 -4.090 0.400 -0.4960
O -2.803 -4.675 -0.669 0.1181
O -1.758 -4.150 1.245 -0.0140
C -0.968 -2.958 1.206 -0.1457
C -0.215 -2.852 -0.117 -0.1647
C -0.826 -1.811 -1.061 -0.1747
C 0.118 -0.860 -1.850 -0.4226
P 1.148 -0.124 -0.429 1.0572
P 0.404 1.896 -0.087 0.2695
O 0.801 2.869 -1.099 -0.2820
O -1.193 1.812 0.086 -0.1378
O 1.011 2.308 1.302 -0.1469
N -0.821 0.183 -2.424 -0.0322
O -0.070 1.288 -2.881 -0.0158
C -1.732 -0.320 -3.540 -0.2790
C -1.907 0.745 -4.664 -0.1136
C -2.874 0.328 -5.788 -0.2149
O -3.420 1.198 -6.445 0.0897
P -3.465 -0.529 -2.902 0.4802
O -3.517 -0.811 -1.462 -0.2403
O -4.145 -1.631 -3.779 -0.0572
O -4.325 0.790 -3.181 -0.0711
C -1.157 -1.553 -4.303 -0.1183
O -0.143 -2.311 -3.676 -0.0415
C 0.846 -1.591 -2.974 -0.4409
C 1.753 -2.712 -2.490 -0.2004
N 2.906 -2.236 -1.730 0.0426
S 1.850 -0.628 -4.197 0.7198
C 2.980 0.525 -3.446 -0.1217
O 0.993 0.133 -5.081 -0.3038
O 2.655 -1.553 -4.938 -0.2699
H -4.617 -3.971 1.527 0.0978
H -4.654 -3.163 -0.032 0.0761
H -3.786 -2.393 1.292 0.0779
H -0.294 -2.983 2.048 0.1199
H -1.646 -2.120 1.360 0.1146
H -0.377 -3.820 -0.576 0.1195
H 0.847 -2.799 0.053 0.0640
H -1.396 -1.134 -0.431 0.0872
H -1.545 -2.294 -1.706 0.1147
H 2.462 0.101 -0.854 -0.0329
H -1.485 1.584 0.978 0.0940
H 0.358 2.156 2.007 0.0310
H -1.432 0.532 -1.674 0.1310
H -0.432 2.100 -2.497 0.1060
H -0.962 0.909 -5.175 0.1125
H -2.221 1.700 -4.275 0.1178
H -3.049 -0.740 -5.981 0.1300
H -4.980 -1.875 -3.360 0.1226
H -3.888 1.518 -2.726 0.0953
H -1.967 -2.239 -4.508 0.1330
H -0.806 -1.235 -5.273 0.1218
H 2.127 -3.225 -3.363 0.1273
H 1.173 -3.477 -1.999 0.1191
H 2.767 -2.407 -0.742 0.0291
H 3.731 -2.756 -1.987 0.0994
H 3.469 0.997 -4.281 0.0821
H 2.470 1.226 -2.800 0.0357
H 3.707 -0.044 -2.885 0.0542
C 4.217 -1.122 4.915 -0.2097
C 3.499 -2.471 5.062 -0.2028
C 2.260 -2.432 4.157 -0.2158
S 2.659 -1.303 2.819 0.6544
O 1.788 -0.157 2.901 -0.3416
O 2.798 -2.049 1.585 -0.3696
C 4.279 -0.844 3.415 -0.2222
H 5.211 -1.143 5.355 0.1205
H 3.642 -0.340 5.415 0.1225
H 4.164 -3.275 4.741 0.1203
H 3.221 -2.671 6.094 0.1191
H 2.025 -3.408 3.739 0.1032
H 1.391 -2.033 4.677 0.1084
H 4.473 0.198 3.171 0.1113
H 5.006 -1.488 2.921 0.1113
C -0.180 6.213 2.886 -0.2103
C -1.311 6.516 3.879 -0.2038
C -1.853 5.170 4.383 -0.2100
S -0.481 4.018 4.283 0.6948
O -0.804 3.001 3.297 -0.3501
O -0.051 3.649 5.602 -0.2989
C 0.691 5.155 3.556 -0.2185
H 0.395 7.103 2.642 0.1205
H -0.598 5.818 1.958 0.1190
H -0.916 7.091 4.718 0.1207
H -2.102 7.107 3.422 0.1176
H -2.192 5.218 5.414 0.1071
H -2.653 4.794 3.748 0.1049
H 1.338 4.620 2.864 0.1012
H 1.279 5.578 4.369 0.1140
```

Values from the calculation:
net charge: +1
E: -120644.172 eV
E_LUMO: -2.589 eV
M: 785.7 g mol⁻¹
HOMO level: -0.440 Ha